Here is a structure of composition C30H25BrF4N4NbS in a non-equilibrium geometry from OMol25. Energies are from ωB97M-V/def2-TZVPD.

Values from the calculation:
- Gap between HOMO and LUMO (alpha / beta): 4.788 / 4.800 eV
- HOMO energy (alpha / beta): -0.5906 / -0.5906 Ha

Structure (ORCA input):
```
! wB97M-V def2-TZVPD RIJCOSX def2/J DEFGRID3
* xyz 3 1
Nb -17.649 1.923 3.151
Br -19.580 0.753 4.831
S -20.388 7.534 5.614
F -15.917 3.780 2.839
F -13.539 5.186 2.557
F -11.908 1.736 -0.293
F -14.205 0.373 -0.043
N -16.357 1.460 1.649
N -21.800 10.153 2.195
N -19.012 0.937 1.467
N -18.454 3.772 3.951
C -22.267 8.717 4.093
C -16.631 0.227 8.480
C -16.128 0.733 7.241
C -14.760 1.101 7.146
C -16.709 0.337 0.760
C -12.908 2.290 0.450
C -14.105 1.570 0.602
C -19.179 4.567 3.100
C -20.910 8.463 4.277
C -19.660 6.116 4.886
C -19.086 1.920 0.344
C -16.494 1.259 4.761
C -18.941 5.258 5.758
C -12.686 3.514 1.104
C -18.343 4.114 5.284
C -15.093 1.406 4.735
C -22.642 9.565 3.033
C -19.991 9.082 3.424
C -20.371 0.402 1.685
C -14.914 3.335 2.021
C -17.944 -0.177 8.593
C -14.264 1.425 5.894
C -18.100 -0.172 1.090
C -17.020 0.830 6.069
C -18.821 -0.031 7.473
C -13.709 4.021 1.902
C -15.151 2.090 1.397
C -18.368 0.471 6.273
C -19.755 5.742 3.516
C -20.499 9.919 2.414
H -14.136 1.094 8.024
H -19.841 2.679 0.580
H -15.952 0.140 9.323
H -18.124 2.425 0.249
H -19.800 10.409 1.744
H -20.796 0.039 0.738
H -18.924 8.932 3.508
H -11.744 4.029 1.008
H -16.616 0.639 -0.295
H -19.341 1.457 -0.623
H -16.016 -0.495 0.902
H -21.012 1.187 2.100
H -18.038 -0.884 1.922
H -19.126 4.336 2.035
H -20.363 -0.441 2.388
H -18.480 -0.722 0.221
H -13.247 1.746 5.764
H -20.266 6.357 2.793
H -19.864 -0.325 7.554
H -18.845 5.544 6.795
H -23.020 8.264 4.721
H -23.691 9.759 2.875
H -17.756 3.463 5.921
H -18.319 -0.571 9.532
H -14.563 1.492 3.790
*
```



Here is a structure of composition C13H13AgNO4 in a non-equilibrium geometry from OMol25. Energies are from ωB97M-V/def2-TZVPD.

Values from the calculation:
- Gap between HOMO and LUMO (alpha / beta): 8.356 / 4.916 eV
- HOMO energy (alpha / beta): -0.5909 / -0.5908 Ha

Structure (ORCA input):
```
! wB97M-V def2-TZVPD RIJCOSX def2/J DEFGRID3
* xyz 2 2
Ag -4.664 -0.674 0.698
O -0.419 -1.052 0.896
O 1.535 -1.362 -1.234
O -1.024 -0.896 3.041
O -0.101 0.191 -1.082
N -2.941 -2.556 0.940
C 1.196 -0.244 -1.003
C -2.963 1.310 0.228
C 1.803 2.040 -0.109
C 4.140 2.632 0.054
C 3.606 0.486 -0.849
C 2.218 0.804 -0.641
C -1.660 -1.655 -1.090
C -0.601 -0.347 2.082
C 2.750 2.964 0.237
C -2.929 -2.310 -0.506
C -2.109 0.472 0.080
C -1.041 -0.533 -0.246
C 4.550 1.404 -0.494
H -0.323 0.714 2.125
H 4.885 3.365 0.341
H -0.874 -2.371 -1.331
H -3.043 -3.282 -0.984
H -2.779 -1.738 1.509
H 0.749 2.245 0.004
H 2.474 3.919 0.662
H 3.860 -0.474 -1.281
H -2.333 -3.307 1.231
H -1.941 -1.179 -2.034
H -3.812 -1.720 -0.841
H -3.811 1.966 0.212
H 5.603 1.191 -0.617
*
```



Here is a structure of composition C24H35BBeN7SbSe4 from OMol25. Energies are from ωB97M-V/def2-TZVPD.

Values from the calculation:
- Gap between HOMO and LUMO: 5.821 eV
- HOMO energy: -0.2383 Ha

Structure (ORCA input):
```
! wB97M-V def2-TZVPD RIJCOSX def2/J DEFGRID3
* xyz 0 1
Sb -3.816 4.644 0.072
Se -3.420 4.491 -2.270
Se -2.788 6.395 1.306
Se -1.181 2.417 0.731
Se -5.305 3.094 1.105
N -0.082 0.413 2.779
N -0.531 -1.351 0.985
N 1.369 0.773 0.073
N -0.723 1.589 2.427
N 1.690 -0.166 1.004
N -1.088 -0.557 0.032
N 1.025 -2.361 -2.962
C 2.487 2.429 -1.371
C -0.995 1.897 -4.460
C -0.150 1.075 -5.201
C -3.147 -0.420 -1.311
C 1.990 -3.410 -2.539
C 2.495 1.332 -0.354
C 0.652 0.170 -4.527
C -1.034 -3.437 2.262
C -1.339 -2.406 1.223
C -1.120 2.211 3.540
C -1.019 1.810 -3.075
C -0.229 0.899 -2.348
C -0.079 0.350 4.132
C -1.875 3.492 3.521
C -0.356 -2.671 -2.482
C 0.599 0.077 -3.131
C -2.430 -2.295 0.385
C 0.536 -0.766 4.921
C -0.719 1.454 4.638
C 3.578 0.734 0.313
C 3.692 -1.080 2.178
C -2.243 -1.099 -0.332
C 1.460 -0.979 -2.490
C 3.026 -0.192 1.178
B 0.549 -0.715 1.884
Be -0.254 0.856 -0.572
H 0.394 -0.556 5.980
H -0.884 1.689 5.677
H 2.045 -3.390 -1.452
H 1.350 -0.441 -5.102
H 2.671 2.042 -2.377
H 3.626 -0.669 3.188
H 0.007 -3.756 2.219
H -0.673 -3.619 -2.910
H 1.641 -4.382 -2.879
H 0.984 -1.545 2.630
H 1.524 2.937 -1.380
H -1.219 -3.057 3.269
H -2.033 3.834 4.542
H 4.747 -1.183 1.930
H 4.624 0.980 0.210
H 1.358 -1.012 -1.408
H -3.281 -2.957 0.335
H 1.606 -0.861 4.733
H -0.325 -2.728 -1.396
H 0.075 -1.727 4.699
H -2.848 3.369 3.035
H 3.263 3.158 -1.138
H -3.114 0.663 -1.176
H -2.860 -0.632 -2.345
H 3.237 -2.071 2.199
H -1.013 -1.862 -2.790
H -1.681 2.489 -2.544
H 2.517 -0.891 -2.746
H -1.674 -4.305 2.112
H -1.350 4.266 2.962
H -1.627 2.624 -4.960
H -4.173 -0.750 -1.161
H 0.997 -2.320 -3.980
H 2.966 -3.185 -2.962
H -0.102 1.154 -6.280
*
```



Here is a structure of composition C30H27BBr2Cl5N6O3PrS4 in a non-equilibrium geometry from OMol25. Energies are from ωB97M-V/def2-TZVPD.

Values from the calculation:
- Gap between HOMO and LUMO (alpha / beta): 5.351 / 5.354 eV
- HOMO energy (alpha / beta): -0.0716 / -0.0717 Ha

Structure (ORCA input):
```
! wB97M-V def2-TZVPD RIJCOSX def2/J DEFGRID3
* xyz -2 3
Pr 1.051 -0.508 0.873
Br -0.860 -5.029 -4.598
Br 0.764 -7.536 2.537
Cl 1.367 0.564 4.585
Cl -3.732 0.437 6.305
Cl -4.636 -0.742 3.539
Cl -0.695 1.040 6.816
Cl -2.578 -1.280 1.330
S 2.114 2.369 1.560
S 3.372 -1.187 2.245
S 1.823 2.003 -3.859
S 3.381 -2.523 0.714
O 2.261 -1.969 -0.202
O 4.626 -2.502 -0.012
O 2.996 -3.834 1.199
N 3.183 0.125 -2.374
N -0.381 -2.177 -0.981
N 1.693 3.902 -0.640
N -0.045 3.833 0.625
N 3.235 2.091 -1.472
N -0.005 -3.054 1.535
C -3.560 2.741 -0.305
C -0.575 -1.687 -2.206
C 0.240 -3.451 2.784
C -3.743 0.814 -1.893
C -0.460 -4.377 -1.868
C -0.572 0.886 -0.384
C -0.641 -0.321 2.989
C -0.029 -3.988 0.589
C -0.994 3.435 1.658
C 0.447 -4.772 3.151
C 3.965 0.009 -1.226
C -0.294 -3.493 -0.818
C -0.357 4.686 -0.432
C 3.996 1.233 -0.681
C -0.655 -3.849 -3.131
C -2.957 -0.382 3.825
C -1.995 -0.605 2.840
C 0.418 -5.709 2.151
C -0.306 0.185 4.237
C -2.501 2.882 -2.572
C 0.174 -5.327 0.847
C 2.759 1.416 -2.555
C -1.598 1.369 -0.850
C -2.561 0.138 5.054
C 1.223 3.361 0.465
C -2.833 1.951 -1.401
C 0.748 4.724 -1.215
C 2.979 -0.946 -3.320
C -1.215 0.416 5.270
C -0.703 -2.491 -3.331
B 3.126 3.630 -1.222
H -0.621 -0.604 -2.274
H 3.240 4.244 -2.270
H 3.965 3.961 -0.390
H -4.688 1.219 -2.274
H -4.496 3.161 -0.695
H -0.442 -5.444 -1.723
H 0.181 -6.064 0.059
H -3.428 3.280 -3.010
H -1.559 2.563 1.334
H 0.660 -5.035 4.178
H 0.257 -2.668 3.529
H 2.152 -0.669 -3.961
H 4.429 1.573 0.246
H -2.932 3.562 0.052
H -3.961 0.117 -1.078
H -1.870 3.711 -2.239
H -1.665 4.272 1.849
H -3.793 2.093 0.546
H -3.256 0.255 -2.700
H 3.864 -1.094 -3.941
H 2.752 -1.871 -2.780
H 4.350 -0.941 -0.878
H -1.317 5.172 -0.524
H -1.939 2.350 -3.341
H 0.942 5.233 -2.145
H -0.839 -2.056 -4.311
H -0.452 3.179 2.563
*
```